No. 1
Computed, not measured: a 2-piece molecular cluster, C12H17NS overall at a distorted geometry, with wB97M-V/def2-TZVPD.

Each line ends with the Löwdin charge.
CARTESIAN COORDINATES (ANGSTROEM)
C (1.130, -4.041, -1.389)  -0.08
C (1.432, -2.688, -0.965)  -0.22
C (2.587, -2.191, -0.292)  -0.04
N (2.568, -0.848, -0.325)  0.06
C (1.307, -0.387, -0.846)  -0.16
C (0.975, 0.981, -1.166)  -0.03
C (-0.235, 1.078, -1.862)  -0.08
C (-1.044, -0.136, -2.178)  -0.09
C (-0.581, -1.397, -1.956)  -0.06
C (0.611, -1.542, -1.256)  -0.16
H (2.018, -4.377, -2.021)  0.10
H (0.342, -4.245, -2.113)  0.07
H (1.096, -4.893, -0.682)  0.08
H (3.491, -2.548, 0.079)  0.10
H (3.091, -0.163, 0.117)  0.12
H (1.560, 1.863, -1.136)  0.09
H (-0.701, 1.983, -2.289)  0.10
H (-2.018, -0.103, -2.672)  0.09
H (-1.201, -2.166, -2.395)  0.11
C (-1.049, 3.831, 1.734)  -0.25
C (-0.542, 2.585, 2.345)  -0.58
S (-1.858, 1.656, 3.319)  0.75
C (-2.342, 0.165, 2.238)  -0.38
H (-0.362, 4.267, 0.893)  0.09
H (-0.882, 4.738, 2.568)  0.12
H (-2.094, 3.961, 1.413)  0.05
H (0.209, 2.107, 1.632)  0.09
H (-0.027, 2.936, 3.284)  0.05
H (-2.315, -0.796, 2.737)  0.01
H (-3.429, 0.285, 1.830)  0.05
H (-1.738, 0.085, 1.351)  0.00

Results
Kohn-Sham gap ... 8.46 eV
ΔE to the lowest compared entry with this formula, charge and spin ... 3.1690 eV
LUMO energy ... 0.8 eV
Highest occupied orbital energy ... -7.674 eV
Charge ... 0

=====

No. 2
Computed, not measured: C12H18AlBCl2O3 as an isolated structure at a distorted geometry, with wB97M-V/def2-TZVPD.

Each line ends with the Löwdin charge.
CARTESIAN COORDINATES (ANGSTROEM)
C (-4.152, -0.519, -1.605)  0.14
C (-3.504, -0.446, -2.606)  -0.13
C (-2.533, -0.670, -3.662)  -0.18
C (-1.086, -0.597, -3.138)  -0.15
C (-0.815, -1.626, -2.023)  -0.09
C (0.162, -1.052, -1.054)  -0.22
C (1.446, -1.996, -0.540)  0.06
O (1.975, -1.122, 0.387)  0.16
B (0.948, -0.227, 0.915)  -0.97
O (1.095, 1.152, 0.600)  0.09
C (0.201, 2.053, 1.247)  -0.21
C (-0.697, 2.749, 0.219)  -0.02
C (1.012, -0.602, 2.494)  -0.53
Cl (-0.160, -1.657, 3.105)  0.86
C (2.032, -0.154, 3.271)  -0.66
C (3.162, 0.667, 2.772)  -0.05
Cl (2.117, -0.585, 4.966)  0.62
O (-0.271, -0.687, 0.166)  0.20
H (-4.927, -0.444, -0.879)  0.04
H (-2.666, 0.094, -4.425)  0.13
H (-2.720, -1.629, -4.139)  0.13
H (-0.930, 0.422, -2.790)  0.12
H (-0.410, -0.739, -3.976)  0.13
H (-1.735, -1.928, -1.537)  0.13
H (-0.364, -2.492, -2.506)  0.15
H (0.760, -0.308, -1.596)  0.19
H (2.214, -2.239, -1.265)  0.16
H (1.001, -2.863, -0.052)  0.18
H (-0.439, 1.547, 1.967)  0.12
H (0.796, 2.817, 1.744)  0.13
H (-1.007, 2.034, -0.532)  0.07
H (-1.589, 3.078, 0.746)  0.09
H (-0.216, 3.618, -0.207)  0.09
H (3.665, 0.131, 1.973)  0.11
H (2.784, 1.582, 2.309)  0.10
H (3.857, 0.939, 3.553)  0.09
Al (0.995, 1.699, 6.096)  0.92

Results
Kohn-Sham gap ... 3.26 eV
LUMO energy ... -11.6 eV
Highest occupied orbital energy ... -14.812 eV
Charge ... +2

=====

No. 3
Computed, not measured: one molecule with the formula C12H18BF6NO5Si at a distorted geometry, with wB97M-V/def2-TZVPD.

Each line ends with the Löwdin charge.
CARTESIAN COORDINATES (ANGSTROEM)
C (3.706, -2.822, 1.081)  -0.08
B (2.080, -2.812, 0.936)  -0.49
O (1.317, -3.576, 1.914)  0.01
Si (1.260, -1.772, -0.481)  0.79
C (-0.649, -2.095, -0.696)  -0.28
C (-1.344, -0.797, -1.342)  -0.28
C (-2.898, -0.987, -1.728)  -0.18
C (-3.666, 0.419, -1.420)  -0.21
N (-3.730, 0.656, 0.056)  -0.02
C (-4.945, 1.391, 0.467)  -0.40
C (-5.868, 0.653, 1.579)  -0.02
O (-5.249, 2.537, 0.029)  0.03
C (1.478, 0.133, -0.349)  -0.26
O (1.455, 0.767, -1.456)  0.02
C (1.627, 1.001, 0.988)  -0.25
F (2.220, 0.325, 2.086)  0.08
F (0.273, 1.305, 1.410)  0.05
C (2.358, 2.413, 0.827)  -0.20
F (1.691, 3.308, -0.079)  0.09
F (2.239, 3.065, 2.111)  0.07
C (3.920, 2.363, 0.508)  -0.21
F (4.694, 1.571, 1.386)  0.09
F (4.403, 3.716, 0.676)  0.06
C (4.305, 1.947, -0.988)  -0.28
O (4.813, 0.820, -1.230)  0.12
O (4.105, 2.839, -2.101)  0.05
H (4.045, -2.058, 1.881)  0.09
H (4.149, -2.475, 0.084)  0.06
H (4.088, -3.864, 1.357)  0.08
H (1.937, -3.731, 2.668)  0.10
H (1.857, -2.228, -1.761)  0.02
H (-0.848, -2.988, -1.390)  0.09
H (-1.059, -2.332, 0.358)  0.10
H (-0.771, -0.552, -2.312)  0.11
H (-1.283, 0.092, -0.625)  0.09
H (-2.982, -1.200, -2.847)  0.11
H (-3.306, -1.858, -1.111)  0.11
H (-2.970, 1.232, -1.864)  0.13
H (-4.675, 0.422, -1.951)  0.13
H (-2.919, 1.251, 0.326)  0.12
H (-6.160, -0.350, 1.115)  0.08
H (-5.194, 0.432, 2.477)  0.08
H (-6.749, 1.295, 1.912)  0.08
H (3.243, 2.543, -2.501)  0.13

Results
Kohn-Sham gap ... 8.13 eV
LUMO energy ... -1.4 eV
Highest occupied orbital energy ... -9.549 eV
Charge ... 0

=====

No. 4
Computed, not measured: C12H18BrClNOReS3 as an isolated structure at a distorted geometry, with wB97M-V/def2-TZVPD.

Each line ends with the Löwdin charge.
CARTESIAN COORDINATES (ANGSTROEM)
Re (-0.582, -0.671, -0.392)  0.82
C (-2.533, 1.946, -1.024)  -0.43
C (-1.393, 2.690, -0.354)  -0.41
S (0.162, 1.711, -0.272)  0.91
C (0.720, 1.833, 1.470)  -0.43
C (-0.216, 1.284, 2.527)  -0.41
S (-0.819, -0.399, 2.118)  0.87
C (-2.615, -0.240, 2.384)  -0.43
C (-3.290, 0.694, 1.407)  -0.41
S (-2.879, 0.288, -0.336)  0.89
H (-2.336, 1.772, -2.083)  0.09
H (-3.454, 2.528, -0.952)  0.12
H (-1.639, 3.022, 0.653)  0.09
H (-1.148, 3.573, -0.946)  0.11
H (0.957, 2.881, 1.666)  0.12
H (1.661, 1.279, 1.454)  0.09
H (-1.072, 1.929, 2.720)  0.10
H (0.341, 1.184, 3.460)  0.11
H (-2.756, 0.108, 3.409)  0.12
H (-3.006, -1.255, 2.321)  0.11
H (-3.041, 1.736, 1.591)  0.08
H (-4.374, 0.592, 1.484)  0.12
O (5.140, -2.884, -1.481)  0.21
C (4.017, -2.290, -1.228)  -0.25
C (3.626, -1.017, -1.702)  0.07
C (2.385, -0.540, -1.395)  -0.11
N (1.480, -1.218, -0.636)  -0.19
C (1.887, -2.413, -0.149)  -0.68
Br (0.644, -3.318, 0.956)  0.93
C (3.097, -2.978, -0.405)  0.02
H (5.767, -2.402, -2.042)  0.17
H (4.285, -0.416, -2.316)  0.15
H (2.075, 0.427, -1.767)  0.10
H (3.369, -3.944, 0.002)  0.15
Cl (-1.396, -2.533, -1.579)  0.70
C (-1.008, -1.079, -2.462)  -0.58
H (-1.879, -0.659, -2.956)  0.04
H (-0.174, -1.221, -3.144)  0.05

Results
Kohn-Sham gap (alpha / beta) ... 6.05 / 6.67 eV
ΔE to the lowest compared entry with this formula, charge and spin ... 1.6141 eV
LUMO energy (alpha / beta) ... -13.0 / -12.5 eV
2S+1 ... 2
Expectation value of S² ... 0.77
Highest occupied orbital energy (alpha / beta) ... -19.069 / -19.179 eV
Charge ... +3

=====

No. 5
Computed, not measured: C12H18Cl2N2O3PSc as an isolated structure at a distorted geometry, with wB97M-V/def2-TZVPD.

Each line ends with the Löwdin charge.
CARTESIAN COORDINATES (ANGSTROEM)
C (-0.637, -4.373, -4.633)  -0.06
C (-0.458, -3.415, -3.467)  -0.82
H (-1.700, -4.587, -4.815)  0.10
H (-0.129, -5.339, -4.452)  0.10
H (-0.221, -3.948, -5.571)  0.11
O (-1.332, -2.761, -2.892)  -0.03
Cl (1.214, -3.287, -3.015)  0.73
Sc (0.004, -0.827, -0.563)  0.73
P (-0.530, 1.499, -1.778)  0.74
C (-1.887, 2.697, -1.819)  -0.23
C (0.890, 2.619, -1.654)  -0.24
H (0.246, 0.120, -3.626)  0.04
H (-0.391, 1.739, -4.147)  0.08
H (-1.499, 0.398, -3.681)  0.07
C (-0.533, 0.876, -3.478)  -0.23
H (1.826, 2.047, -1.628)  0.00
H (0.846, 3.311, -2.513)  0.08
H (-1.676, 3.428, -2.634)  0.09
H (-1.937, 3.206, -0.837)  0.08
H (0.804, 3.182, -0.713)  0.07
H (-2.847, 2.176, -1.984)  0.07
C (-1.958, 0.166, -0.123)  -0.11
O (-2.964, 0.635, 0.263)  0.16
Cl (2.241, -0.480, -1.101)  0.13
N (0.974, -0.444, 6.611)  0.18
C (1.482, 0.439, 5.671)  -0.43
O (2.309, 1.298, 5.973)  0.09
C (1.002, 0.270, 4.234)  -0.06
C (0.084, -0.712, 3.836)  0.03
C (-0.252, -0.868, 2.490)  -0.09
N (0.380, -0.126, 1.526)  -0.11
C (1.223, 0.894, 1.895)  -0.07
C (1.518, 1.124, 3.242)  0.06
H (1.254, -0.354, 7.579)  0.13
H (0.216, -1.092, 6.474)  0.09
H (-0.372, -1.397, 4.543)  0.12
H (-1.019, -1.574, 2.139)  0.12
H (1.665, 1.513, 1.106)  0.11
H (2.162, 1.950, 3.543)  0.14

Results
Kohn-Sham gap ... 6.88 eV
LUMO energy ... -8.5 eV
Highest occupied orbital energy ... -15.391 eV
Charge ... +2

=====

No. 6
Computed, not measured: one molecule with the formula C12H18ClN at a distorted geometry, with wB97M-V/def2-TZVPD.

Each line ends with the Löwdin charge.
CARTESIAN COORDINATES (ANGSTROEM)
C (3.479, -1.326, -1.163)  -0.10
C (2.637, -2.018, -0.007)  -0.22
C (2.322, -1.104, 1.208)  -0.22
C (1.773, 0.219, 0.787)  -0.19
C (0.907, 0.416, -0.507)  -0.24
N (0.309, 1.723, -0.690)  -0.06
C (-0.704, 2.063, 0.330)  -0.17
C (-1.905, 1.154, 0.146)  -0.24
C (-2.484, 0.618, 1.231)  -0.05
C (-3.688, -0.122, 1.120)  -0.11
C (-4.142, -0.484, -0.121)  -0.65
Cl (-5.584, -1.503, -0.116)  0.62
C (-3.607, 0.066, -1.307)  -0.07
C (-2.519, 0.901, -1.104)  -0.03
H (4.479, -1.634, -1.223)  0.04
H (3.579, -0.266, -1.108)  0.05
H (2.896, -1.502, -2.064)  0.07
H (3.227, -2.906, 0.406)  0.12
H (1.679, -2.336, -0.479)  0.10
H (1.641, -1.598, 1.868)  0.09
H (3.298, -0.984, 1.751)  0.12
H (2.528, 0.948, 0.518)  0.10
H (1.117, 0.707, 1.501)  0.09
H (0.053, -0.251, -0.422)  0.11
H (1.430, 0.190, -1.358)  0.07
H (1.094, 2.397, -0.708)  0.12
H (-1.041, 3.089, 0.154)  0.13
H (-0.378, 2.002, 1.315)  0.07
H (-2.062, 0.825, 2.228)  0.12
H (-4.129, -0.537, 2.012)  0.10
H (-4.056, -0.218, -2.266)  0.11
H (-2.148, 1.469, -1.934)  0.11

Results
Kohn-Sham gap ... 9.79 eV
ΔE to the lowest compared entry with this formula, charge and spin ... 0.5119 eV
LUMO energy ... 0.9 eV
Highest occupied orbital energy ... -8.931 eV
Charge ... 0